This record from the OMol25 dataset describes 2 unconnected molecules or ions with the total composition C23H27IN2O5S. The level of theory is ωB97M-V/def2-TZVPD.

## Properties
Total charge   0
E_tot   -56441.9844 eV
Max |F|   0.010 hartree/bohr
Gap between HOMO and LUMO   8.17 eV
Structure (SMILES)   COCc1c(CC=O)c(I)c(Cc2ccccc2C)c2nccnc12.CCOS(C)(=O)=O

Geometry (Å):
C -1.90545 -3.27620 4.55010
O -3.12574 -3.22317 3.83618
C -3.47920 -1.91646 3.41902
C -2.48136 -1.30971 2.46181
C -2.31277 -1.82298 1.20371
C -3.09467 -3.03189 0.76531
C -2.25067 -4.27563 0.59668
O -2.52545 -5.18682 -0.13812
C -1.34439 -1.23283 0.33796
I -1.14567 -1.99310 -1.60998
C -0.55724 -0.17809 0.69692
C 0.46753 0.47193 -0.18436
C 1.87971 0.00969 0.10117
C 2.13948 -1.27628 0.54800
C 3.43106 -1.69229 0.82762
C 4.48587 -0.81296 0.66070
C 4.23516 0.46995 0.20019
C 2.94732 0.89453 -0.09367
C 2.72167 2.28765 -0.61625
C -0.71414 0.33166 2.01434
N 0.07812 1.36623 2.40905
C -0.07820 1.79709 3.62392
C -1.03156 1.23232 4.50852
N -1.81169 0.25541 4.15630
C -1.66929 -0.22805 2.88957
H -1.82632 -2.45239 5.26189
H -1.04497 -3.24307 3.87523
H -1.88526 -4.22157 5.08532
H -4.44171 -2.01673 2.91842
H -3.61713 -1.26539 4.27950
H -3.79860 -3.31634 1.54724
H -3.66234 -2.85157 -0.14628
H -1.32293 -4.29139 1.20411
H 0.42721 1.54236 -0.00490
H 0.22245 0.31940 -1.23381
H 1.32832 -1.97938 0.69567
H 3.61217 -2.70054 1.17285
H 5.49324 -1.13575 0.88316
H 5.06254 1.15244 0.05402
H 2.33895 2.94973 0.16152
H 3.65670 2.70356 -0.98626
H 2.01196 2.29267 -1.44194
H 0.54403 2.61891 3.95841
H -1.12855 1.62609 5.51370
C 2.34069 2.51397 -5.69665
C 1.06268 3.32505 -5.66612
O -0.08268 2.55813 -5.22116
S -0.20196 2.25124 -3.67016
C -1.87561 1.71584 -3.66027
O -0.06926 3.47830 -2.94475
O 0.64338 1.14535 -3.33637
H 2.65483 2.21950 -4.69685
H 3.13455 3.11182 -6.14495
H 2.20613 1.60857 -6.28785
H 1.15670 4.21021 -5.03583
H 0.78507 3.65048 -6.66614
H -2.51491 2.54931 -3.93681
H -2.08764 1.38535 -2.64515
H -1.98014 0.88585 -4.35352

Cartesian forces (eV/Å) of the 3 atoms listed first:
0.00 -0.02 -0.04
-0.04 -0.10 0.01
-0.10 0.00 -0.05

This record from the OMol25 dataset describes a molecular structure, C14H13BBrErN3O4 at a distorted geometry. The level of theory is ωB97M-V/def2-TZVPD.

## Properties
Total charge   +3
E_tot   -125696.0943 eV
Max |F|   0.053 hartree/bohr
Gap between HOMO and LUMO (alpha / beta)   6.83 / 6.29 eV
Multiplicity   4
⟨S²⟩   3.758

Geometry (Å):
C 3.59525 -1.10751 -0.31080
N 2.36287 -1.80386 -0.72284
C 2.63628 -3.23308 -0.90901
B 1.18132 -1.54958 0.22905
O 1.11585 -2.44796 1.22366
C 0.07612 -0.39634 0.07388
C -1.27522 -0.66567 0.36494
C -1.73180 -2.01946 0.85210
N -1.60405 -2.12432 2.30752
C -2.20143 0.35028 0.21006
Br -4.07427 -0.02618 0.57274
C -1.87533 1.63923 -0.18495
C -0.55335 1.90227 -0.47735
C 0.37725 0.88829 -0.35988
O 1.69524 1.21079 -0.69196
C 1.92027 1.02866 -1.96976
N 2.13871 0.93582 -3.09377
C -0.19146 3.30764 -0.89257
O 0.64571 3.54604 -1.71127
C -1.00740 4.35761 -0.22548
C -2.28104 4.09763 0.07457
C -2.84128 2.79586 -0.27932
O -4.00176 2.64768 -0.65031
H 3.44981 -0.62353 0.65339
H 4.43108 -1.79500 -0.31777
H 3.80966 -0.31338 -1.02577
H 1.72641 -3.80155 -1.05469
H 3.16429 -3.60178 -0.02927
H 3.31090 -3.32976 -1.76018
H 1.40205 -2.14056 2.09652
H -1.17891 -2.78800 0.30972
H -2.77470 -2.18804 0.60977
H -0.86304 -1.53753 2.66499
H -1.39257 -3.08208 2.55938
H -0.53536 5.29810 0.01643
H -2.89435 4.83492 0.57196
Er -5.84668 1.69070 1.23764

Cartesian forces (eV/Å) of the 3 atoms listed first:
-0.31 0.48 -0.80
0.82 -1.09 2.19
-0.33 0.20 -1.04

This record from the OMol25 dataset describes 8 unconnected molecules or ions with the total composition C29H53Cl21N3O2 at a distorted geometry. The level of theory is ωB97M-V/def2-TZVPD.

## Properties
Total charge   +1
E_tot   -302462.6507 eV
Max |F|   0.059 hartree/bohr
Gap between HOMO and LUMO   9.06 eV

Geometry (Å):
C 3.72206 -6.39568 1.56519
C 4.67589 -5.41557 0.87668
C 5.37324 -4.44589 1.85375
C 5.40451 -3.02109 1.31636
C 6.03443 -2.87344 -0.08857
C 7.24593 -1.93557 -0.11146
C 6.94215 -0.43800 -0.38604
C 5.47261 -0.00945 -0.27491
C 4.71213 -0.03681 -1.61822
C 3.70673 1.09119 -1.78427
C 2.60973 1.10843 -0.71663
C 2.94592 1.97321 0.51159
C 1.72836 2.66047 1.12517
C 1.01978 1.75913 2.15882
C -0.42887 1.50815 1.73398
N -1.25983 1.06561 2.90371
C -2.18733 0.09226 2.70025
N -2.47131 -0.75433 3.68126
N -2.89789 -0.03052 1.54138
C -4.35661 0.35514 1.59400
C -5.08787 -0.26781 0.40431
C -6.46065 -0.77704 0.83963
C -7.09679 -1.68504 -0.21805
O -8.33993 -1.10811 -0.62935
C -9.17815 -2.04369 -1.21728
C -10.03948 -2.81502 -0.25796
O -9.19120 -2.21207 -2.43860
H 2.96536 -6.73413 0.86656
H 3.21688 -5.87738 2.37560
H 4.27137 -7.23829 1.97123
H 4.09534 -4.82124 0.17373
H 5.44294 -5.93290 0.30805
H 4.76776 -4.43417 2.76029
H 6.36015 -4.79807 2.14269
H 4.36240 -2.69663 1.25014
H 5.87119 -2.32734 2.01218
H 6.38862 -3.84941 -0.41111
H 5.27122 -2.58290 -0.80135
H 7.79344 -2.03286 0.82090
H 7.90310 -2.28063 -0.90587
H 7.50799 0.14613 0.33814
H 7.32537 -0.16165 -1.36347
H 5.47872 1.03261 0.03914
H 4.94007 -0.55962 0.49549
H 4.20628 -0.99775 -1.71465
H 5.43814 0.01062 -2.42687
H 4.19741 2.05831 -1.83624
H 3.21040 0.95953 -2.74355
H 2.40809 0.08073 -0.40796
H 1.69567 1.48171 -1.17791
H 3.68000 2.71910 0.21358
H 3.43702 1.36179 1.26400
H 2.08440 3.54315 1.65083
H 1.04319 3.01415 0.35911
H 1.51815 0.79386 2.18779
H 1.00289 2.21885 3.14226
H -0.43744 0.78901 0.91842
H -0.84305 2.44343 1.37288
H -0.60679 0.72346 3.60539
H -1.93848 -0.79844 4.52992
H -3.28982 -1.33460 3.59793
H -2.43297 0.41601 0.76329
H -4.40953 1.43802 1.58476
H -4.76445 -0.06471 2.50586
H -5.21500 0.47718 -0.37507
H -4.51573 -1.10721 0.02776
H -6.37417 -1.32986 1.76844
H -7.13892 0.06102 0.97797
H -6.42532 -1.81574 -1.06407
H -7.30479 -2.65423 0.22950
H -9.47744 -3.67103 0.10969
H -10.92210 -3.17599 -0.76656
H -10.32654 -2.21445 0.59922
C 6.41008 4.73475 -2.39734
Cl 6.57110 4.50274 -4.13741
Cl 4.72968 5.06201 -1.96755
Cl 7.03003 3.33319 -1.51944
H 7.00469 5.59272 -2.11293
C 4.47272 6.88274 1.79116
Cl 5.41853 5.49930 1.24519
Cl 4.87995 8.32320 0.86376
Cl 2.74204 6.53398 1.67325
H 4.70901 7.07028 2.82949
C 1.60842 3.81610 -4.33088
Cl 1.65485 4.13374 -2.59381
Cl 2.01422 2.13067 -4.65984
Cl 0.03010 4.22528 -5.00038
H 2.35191 4.44226 -4.79990
C -8.57480 -2.83501 3.92912
Cl -9.75162 -3.91053 4.66388
Cl -7.73203 -1.87835 5.15049
Cl -7.41168 -3.74622 2.95331
H -9.09894 -2.15257 3.27270
C -2.83448 -3.85108 1.29216
Cl -2.75598 -5.05773 0.02021
Cl -4.51562 -3.40475 1.63407
Cl -2.03874 -4.41556 2.76238
H -2.31964 -2.96181 0.95150
C -9.58413 -1.83671 -5.79936
Cl -8.81181 -3.37855 -6.16913
Cl -8.84004 -0.52547 -6.71859
Cl -11.31870 -1.91312 -6.10968
H -9.43795 -1.63816 -4.74594
C 1.93632 8.40402 -3.63278
Cl 2.33727 8.00437 -1.96202
Cl 2.18884 7.00961 -4.69012
Cl 0.27880 8.98507 -3.75935
H 2.59900 9.19368 -3.95907

Cartesian forces (eV/Å) of the 3 atoms listed first:
0.45 0.38 -0.22
0.12 0.26 0.32
-0.52 0.00 0.06

This record from the OMol25 dataset describes a molecular structure, C34H51FeNO9PSi. The level of theory is ωB97M-V/def2-TZVPD.

## Properties
Total charge   +1
E_tot   -107556.2662 eV
Max |F|   0.014 hartree/bohr
Gap between HOMO and LUMO (alpha / beta)   9.37 / 9.37 eV
Multiplicity   5
⟨S²⟩   6.008

Geometry (Å):
Fe 0.42090 0.32044 -0.17696
C -2.55191 -1.08073 0.85411
C -1.37477 -1.86158 1.42512
O -0.57000 -0.93131 2.12462
C 0.66099 -1.42611 2.63168
C 1.45220 -0.19820 2.98915
O 1.66239 0.56336 1.80066
C 1.84236 1.95807 2.00146
C 0.49515 2.61475 2.14603
O -0.25878 2.22602 0.99531
C -1.65788 2.47260 1.11520
C -2.41067 1.20728 1.43069
O -2.12560 0.22190 0.43848
H -3.36231 -0.98601 1.57811
H -2.93505 -1.59814 -0.02544
H -0.79213 -2.30126 0.61476
H -1.73625 -2.65502 2.08814
H 1.18426 -2.01716 1.87696
H 0.49960 -2.03591 3.52551
H 2.41998 -0.46559 3.42041
H 0.87794 0.37954 3.71931
H 2.32317 2.31962 1.09387
H 2.48046 2.16420 2.86372
H 0.60597 3.70165 2.17796
H -0.01834 2.28349 3.05329
H -1.99272 2.90339 0.17506
H -1.85104 3.19901 1.90630
H -3.48460 1.42224 1.43217
H -2.12045 0.83545 2.41479
C 3.90106 1.99655 -2.47968
C 2.73934 1.14329 -2.06189
N 2.38774 0.17465 -2.89823
O 2.16267 1.34716 -0.97507
H 4.81518 1.39993 -2.45100
H 4.00843 2.84160 -1.80672
H 3.76082 2.35156 -3.50098
H 2.96475 -0.05744 -3.69019
H 1.71850 -0.52022 -2.59031
O 1.09656 -1.44520 -0.63614
Si 2.24221 -2.57761 -0.79010
C 2.90398 -2.57893 -2.56242
C 4.18940 -2.12360 -2.86709
C 4.63532 -2.05442 -4.18254
C 3.79895 -2.44528 -5.22036
C 2.51790 -2.90704 -4.93913
C 2.08112 -2.97449 -3.62211
C 1.69487 -4.36155 -0.47428
C 2.30027 -5.38262 -1.21792
C 2.00963 -6.72081 -0.98504
C 1.10134 -7.07350 0.00218
C 0.49269 -6.08213 0.75696
C 0.79188 -4.74693 0.52100
C 3.75464 -2.29814 0.30461
C 4.18049 -1.00088 0.60638
C 5.35477 -0.77335 1.31394
C 6.13171 -1.84597 1.73040
C 5.72603 -3.14176 1.44105
C 4.55087 -3.36345 0.73464
H 4.85140 -1.81918 -2.06295
H 5.63422 -1.69541 -4.40009
H 4.14952 -2.41228 -6.24438
H 1.86847 -3.22263 -5.74669
H 1.08228 -3.34744 -3.41109
H 3.01208 -5.12934 -1.99518
H 2.49284 -7.48928 -1.57582
H 0.86880 -8.11524 0.18300
H -0.21184 -6.35136 1.53468
H 0.31704 -3.99657 1.13617
H 3.58909 -0.15986 0.27399
H 5.67346 0.24022 1.53229
H 7.05456 -1.67299 2.26952
H 6.33018 -3.98024 1.76473
H 4.24777 -4.38219 0.52106
C -2.56903 4.18256 -2.20143
C -3.23579 2.81933 -2.19309
O -2.39540 1.76860 -2.69467
P -0.91705 1.37978 -2.16905
O -0.76236 -0.01749 -2.97286
C -1.77571 -1.04525 -3.00787
C -2.56696 -0.99519 -4.29522
O 0.06350 2.31906 -2.99858
C -0.04940 2.52245 -4.42564
C 0.49604 3.89226 -4.75334
H -3.20674 4.90111 -1.68561
H -2.41353 4.53030 -3.22276
H -1.59929 4.15574 -1.69904
H -4.10243 2.81666 -2.85094
H -3.59262 2.55966 -1.19427
H -2.43101 -0.94858 -2.13881
H -1.23417 -1.98720 -2.92821
H -3.17797 -0.09540 -4.34414
H -3.21772 -1.86837 -4.35809
H -1.88974 -1.00492 -5.15037
H -1.09157 2.42355 -4.72868
H 0.52543 1.73665 -4.91725
H -0.10289 4.66977 -4.27872
H 0.48284 4.04940 -5.83197
H 1.52210 3.98969 -4.39679

Cartesian forces (eV/Å) of the 3 atoms listed first:
0.49 -0.06 0.22
0.06 0.00 -0.03
0.03 0.02 0.00

This record from the OMol25 dataset describes 2 unconnected molecules or ions with the total composition C6H12O. The level of theory is ωB97M-V/def2-TZVPD.

## Properties
Total charge   0
E_tot   -8459.4938 eV
Max |F|   0.007 hartree/bohr
Gap between HOMO and LUMO   8.68 eV

Geometry (Å):
C 2.44047 -0.18766 -0.15241
C 0.96917 -0.09092 0.21236
O 0.85461 -0.39353 1.58598
C 0.39728 1.29361 -0.07411
C -0.44440 1.60161 -1.25239
C -1.07331 1.50118 0.10095
C -2.45375 -1.53391 0.48822
H 2.59317 0.03431 -1.21314
H 2.81050 -1.19591 0.05600
H 3.02018 0.52111 0.44847
H 0.40243 -0.81838 -0.39425
H -0.03873 -0.14236 1.86012
H 0.98546 2.10648 0.35852
H -0.72964 0.79558 -1.93212
H -0.42046 2.57976 -1.72879
H -2.40463 -0.44117 0.55392
H -1.46736 -1.94520 0.25972
H -3.15632 -1.81984 -0.29677
H -2.79506 -1.94083 1.44148

Cartesian forces (eV/Å) of the 3 atoms listed first:
0.03 0.01 -0.01
0.06 0.04 -0.29
-0.21 0.02 0.13

This record from the OMol25 dataset describes 4 unconnected molecules or ions with the total composition C3H14O3S at a distorted geometry. The level of theory is ωB97M-V/def2-TZVPD.

## Properties
Total charge   0
E_tot   -20314.7066 eV
Max |F|   0.090 hartree/bohr
Gap between HOMO and LUMO   8.71 eV
Structure (SMILES)   CCCS.O.O.O

Geometry (Å):
C 0.26997 0.96836 2.74644
C 0.94755 -0.00452 1.76483
C 2.28140 0.50097 1.12129
S 2.60060 -0.63455 -0.08269
H -0.07311 0.35908 3.61518
H 0.92543 1.66694 3.25622
H -0.55507 1.44155 2.23861
H 0.22871 -0.20054 0.84055
H 1.24022 -0.89746 2.27303
H 2.27835 1.57464 0.77449
H 3.04835 0.61021 1.95517
H 1.28818 -0.64769 -0.49169
O -1.20494 0.42030 -2.98266
H -1.33954 0.70863 -2.11458
H -1.67433 1.15106 -3.40681
O -3.70306 -1.46329 -1.45804
H -4.24325 -0.86987 -2.12864
H -3.06966 -1.73707 -2.06627
O -2.02516 0.63992 -0.15661
H -2.70583 -0.07438 -0.27579
H -2.48633 1.50339 -0.16333

Cartesian forces (eV/Å) of the 3 atoms listed first:
0.06 -1.50 0.84
-0.55 1.91 -1.60
-0.74 3.04 3.28